Run P
{"formula": "C3H4N4", "method": "the ωB97M-V functional and the def2-TZVPD basis", "species": ["C", "C", "C", "H", "H", "H", "H", "N", "N", "N", "N"], "positions_angstrom": [[-2.37, 0.25, 0.19], [0.46, 1.04, -0.09], [1.73, -0.44, 0.08], [-2.14, 1.28, 0.42], [-3.37, -0.11, 0.68], [-0.10, 2.14, -0.57], [2.71, -0.91, 0.25], [-1.49, -0.56, -0.24], [-0.24, -0.18, -0.20], [1.63, 0.84, 0.12], [0.67, -1.17, 0.05]], "mulliken_charge": [-0.207, 0.131, -0.099, 0.243, 0.227, 0.229, 0.372, -0.711, 0.931, -0.443, -0.673], "homo_energy_ev": -9.68, "mol_weight_g_mol": 96.09, "charge": 0}

=====

Run Q
{"formula": "C3H4N4", "method": "the ωB97M-V functional and the def2-TZVPD basis", "species": ["N", "N", "C", "N", "C", "C", "N", "H", "H", "H", "H"], "positions_angstrom": [[-0.17, -2.37, -0.70], [-0.39, -0.99, -1.26], [-0.08, -0.11, -0.49], [-0.90, 1.06, -0.77], [-0.53, 1.83, 0.32], [0.56, 1.17, 1.08], [0.83, -0.02, 0.64], [0.27, -3.00, -1.64], [0.35, -2.36, 0.12], [-1.00, 2.87, 0.75], [1.07, 1.92, 1.94]], "mulliken_charge": [-0.430, -0.202, 0.423, -0.464, 0.036, 0.120, -0.563, 0.292, 0.281, 0.262, 0.246], "homo_energy_ev": -9.60, "smiles": "NN=C1N=CC=N1", "mol_weight_g_mol": 96.09, "charge": 0}

=====

Run R
{"formula": "C3H4N4", "method": "the ωB97M-V functional and the def2-TZVPD basis", "species": ["C", "N", "N", "C", "C", "N", "N", "H", "H", "H", "H"], "positions_angstrom": [[-0.86, -1.35, -1.49], [-0.05, -0.33, -1.55], [0.11, 0.35, -0.40], [0.18, 0.01, 0.98], [0.56, 1.18, 1.58], [0.79, 2.05, 0.53], [0.59, 1.57, -0.59], [-1.01, -1.90, -2.47], [-1.66, -1.83, -0.67], [0.20, -1.13, 1.51], [1.13, 1.39, 2.56]], "mulliken_charge": [-0.158, -0.824, 0.979, 0.034, -0.345, -0.297, -0.414, 0.265, 0.215, 0.256, 0.290], "homo_energy_ev": -9.87, "smiles": "C=Nn1ccnn1", "mol_weight_g_mol": 96.09, "charge": 0}

=====

Run S
{"formula": "C3H4N4", "method": "the ωB97M-V functional and the def2-TZVPD basis", "species": ["N", "C", "N", "C", "N", "H", "C", "N", "H", "H", "H"], "positions_angstrom": [[-3.02, -1.30, 1.34], [-2.17, -0.67, 0.89], [-1.12, 0.03, 0.54], [-0.88, 1.06, -0.08], [-0.34, 2.08, -0.45], [-0.01, 2.29, -1.37], [1.63, -0.49, 0.15], [1.02, -0.69, -0.91], [1.75, 0.52, 0.45], [2.01, -1.28, 0.79], [1.14, -1.56, -1.36]], "mulliken_charge": [-0.424, 0.407, -0.318, 0.488, -0.469, 0.303, -0.332, -0.436, 0.304, 0.276, 0.201], "homo_energy_ev": -10.15, "smiles": "N#CN=C=N.C=N", "mol_weight_g_mol": 96.09, "charge": 0}

=====

Stability, lowest: run Q

=====

Run P
{"formula": "C3H4N4", "method": "the ωB97M-V functional and the def2-TZVPD basis", "species": ["H", "N", "C", "N", "C", "N", "C", "N", "H", "H", "H"], "positions_angstrom": [[0.66, 1.11, -2.18], [-0.26, 1.25, -1.66], [-0.38, 0.47, -0.63], [-1.52, 0.26, 0.13], [-1.15, -0.38, 1.18], [0.20, -0.75, 1.29], [0.79, -0.37, 0.04], [2.00, -0.45, -0.38], [2.09, 0.07, -1.27], [-1.88, -0.42, 2.02], [0.62, -1.30, 2.10]], "mulliken_charge": [0.215, -0.643, 0.683, -0.531, -0.100, -0.163, 0.439, -0.702, 0.202, 0.348, 0.253], "homo_energy_ev": -9.49, "smiles": "[H]/N=C1/N=CN/C1=N/[H]", "mol_weight_g_mol": 96.09, "charge": 0}

=====

Run Q
{"formula": "C3H4N4", "method": "the ωB97M-V functional and the def2-TZVPD basis", "species": ["N", "C", "C", "N", "C", "N", "N", "H", "H", "H", "H"], "positions_angstrom": [[1.80, 0.13, -0.40], [0.35, -0.04, -0.10], [-0.19, 1.18, 0.35], [-1.51, 1.03, 0.63], [-2.05, -0.18, 0.44], [-1.46, -1.31, 0.01], [-0.17, -1.23, -0.28], [2.42, -0.42, 0.19], [2.05, -0.02, -1.38], [1.86, 1.15, -0.15], [-3.10, -0.29, 0.67]], "mulliken_charge": [-0.224, 0.433, -0.615, -0.371, 0.031, -0.492, -0.300, 0.357, 0.357, 0.413, 0.409], "homo_energy_ev": -7.59, "mol_weight_g_mol": 96.09, "charge": 0}

=====

Stability, lowest: run Q

=====

Run P
{"formula": "C3H4N4", "method": "the ωB97M-V functional and the def2-TZVPD basis", "species": ["C", "C", "C", "H", "H", "H", "H", "N", "N", "N", "N"], "positions_angstrom": [[0.48, -0.24, 0.01], [-0.47, -1.24, -0.08], [-0.35, 0.89, -0.10], [2.01, 1.06, -0.08], [-0.20, -2.24, 0.06], [-2.29, 1.22, 0.26], [-0.11, 1.95, 0.18], [2.61, 0.06, -0.13], [1.72, -0.86, 0.05], [-1.78, -0.94, -0.09], [-1.63, 0.33, -0.08]], "mulliken_charge": [0.443, -0.230, -0.553, 0.281, 0.491, 0.333, 0.270, -0.465, -0.073, -0.737, 0.239], "homo_energy_ev": -9.78, "mol_weight_g_mol": 96.09, "charge": 0}

=====

Run Q
{"formula": "C3H4N4", "method": "the ωB97M-V functional and the def2-TZVPD basis", "species": ["N", "C", "C", "N", "C", "N", "N", "H", "H", "H", "H"], "positions_angstrom": [[-1.04, 1.24, -1.04], [-0.36, 0.49, -0.12], [-0.04, -0.90, -0.40], [0.26, -1.74, 0.55], [1.16, -0.87, 1.14], [0.98, 0.33, 1.57], [-0.08, 1.00, 1.05], [-1.72, 0.73, -1.58], [-1.34, 2.10, -0.61], [0.03, -1.30, -1.41], [2.17, -1.09, 0.79]], "mulliken_charge": [-0.476, 0.576, -0.249, -0.388, 0.071, -0.295, -0.441, 0.239, 0.276, 0.372, 0.316], "homo_energy_ev": -8.32, "mol_weight_g_mol": 96.09, "charge": 0}

=====

Stability, lowest: run P

=====

Run P
{"formula": "C2H3N3OS", "method": "the ωB97M-V functional and the def2-TZVPD basis", "species": ["O", "N", "N", "C", "N", "C", "S", "H", "H", "H"], "positions_angstrom": [[-0.71, -1.44, 1.09], [-0.78, -0.35, 0.25], [-1.35, -0.57, -1.00], [-0.70, 0.31, -1.83], [0.30, 0.86, -1.28], [0.36, 0.35, 0.01], [1.50, 0.59, 1.16], [0.10, -1.18, 1.68], [-2.35, -0.72, -1.02], [-1.09, 0.43, -2.87]], "mulliken_charge": [-0.380, 0.226, -0.260, 0.131, -0.443, 0.248, -0.463, 0.320, 0.276, 0.346], "homo_energy_ev": -8.71, "smiles": "On1[nH]cnc1=S", "mol_weight_g_mol": 117.13, "charge": 0}

=====

Run Q
{"formula": "C2H3N3OS", "method": "the ωB97M-V functional and the def2-TZVPD basis", "species": ["O", "N", "N", "C", "N", "C", "S", "H", "H", "H"], "positions_angstrom": [[-1.62, -0.61, -0.74], [-0.46, -0.24, -0.34], [0.26, -0.97, 0.59], [1.26, -0.10, 0.97], [1.16, 1.00, 0.26], [0.09, 0.91, -0.58], [-0.85, 2.08, -1.54], [-1.93, 0.34, -0.85], [0.19, -2.11, 0.47], [1.91, -0.29, 1.76]], "mulliken_charge": [-0.425, 0.430, -0.347, -0.034, -0.471, 0.234, -0.477, 0.319, 0.335, 0.436], "homo_energy_ev": -8.23, "smiles": "On1[nH]cnc1=S", "mol_weight_g_mol": 117.13, "charge": 0}

=====

Stability, lowest: run Q

=====

Run P
{"formula": "C2H3N3OS", "method": "the ωB97M-V functional and the def2-TZVPD basis", "species": ["C", "C", "H", "H", "H", "N", "N", "N", "O", "S"], "positions_angstrom": [[-0.15, 0.82, -0.19], [-1.24, -0.99, 0.05], [-0.51, 2.52, 1.01], [-2.16, -1.50, 0.06], [2.21, -1.47, -0.48], [-1.37, 0.39, 0.00], [0.00, -1.43, -0.09], [0.63, -0.24, -0.20], [0.27, 1.98, -0.21], [2.30, -0.08, 0.05]], "mulliken_charge": [0.651, -0.164, 0.430, 0.425, 0.237, -0.632, -0.685, 0.521, -0.620, -0.163], "homo_energy_ev": -8.98, "mol_weight_g_mol": 117.13, "charge": 0}

=====

Run Q
{"formula": "C2H3N3OS", "method": "the ωB97M-V functional and the def2-TZVPD basis", "species": ["N", "N", "C", "N", "C", "O", "S", "H", "H", "H"], "positions_angstrom": [[1.77, 0.85, 0.06], [0.45, 0.34, 0.09], [0.06, -0.97, -0.01], [-1.22, -1.16, 0.06], [-2.02, -0.11, -0.03], [-3.21, 0.05, 0.03], [-0.95, 1.48, 0.01], [2.28, 0.29, 0.75], [2.26, 1.06, -0.82], [0.58, -1.84, -0.12]], "mulliken_charge": [-0.602, 0.122, 0.094, -0.549, 0.562, -0.476, -0.114, 0.240, 0.232, 0.491], "homo_energy_ev": -9.08, "smiles": "Nn1cnc(=O)s1", "mol_weight_g_mol": 117.13, "charge": 0}

=====

Stability, lowest: run P

=====

Run P
{"formula": "C4H8NO3P", "method": "the ωB97M-V functional and the def2-TZVPD basis", "species": ["C", "C", "O", "N", "C", "C", "O", "P", "O", "H", "H", "H", "H", "H", "H", "H", "H"], "positions_angstrom": [[2.24, -1.26, 0.14], [0.96, -0.90, -0.40], [0.30, -1.47, -1.27], [0.52, 0.34, 0.03], [-0.59, 0.84, -0.32], [-1.03, 2.25, -0.18], [-1.69, 0.08, -0.57], [-1.68, -1.43, 0.09], [-0.70, -1.39, 1.14], [2.86, -0.36, 0.02], [2.10, -1.54, 1.20], [2.85, -2.12, -0.19], [-0.13, 2.77, -0.21], [-1.54, 2.32, 0.84], [-1.68, 2.75, -0.86], [-1.91, -2.19, -1.04], [-2.81, -1.54, 0.81]], "mulliken_charge": [-1.285, 1.121, -0.656, -0.515, 0.926, -1.213, -0.350, 0.478, -0.586, 0.303, 0.295, 0.341, 0.375, 0.240, 0.381, 0.076, 0.070], "homo_energy_ev": -9.69, "smiles": "CC(=O)/N=C(/C)O[PH2]=O", "mol_weight_g_mol": 149.09, "charge": 0}

=====

Run Q
{"formula": "C4H8NO3P", "method": "the ωB97M-V functional and the def2-TZVPD basis", "species": ["C", "C", "C", "C", "N", "O", "O", "O", "P", "H", "H", "H", "H", "H", "H", "H", "H"], "positions_angstrom": [[1.07, 0.62, 0.41], [-1.94, -1.15, 0.50], [-0.76, -0.86, -0.42], [-0.15, 0.50, -0.19], [-0.85, 1.60, -0.62], [1.66, 1.84, 0.51], [1.73, -0.43, 0.98], [3.91, -0.60, -0.34], [2.52, -1.01, -0.46], [-2.34, -2.13, 0.28], [-2.73, -0.41, 0.37], [-1.61, -1.13, 1.54], [0.00, -1.62, -0.25], [-1.08, -0.92, -1.46], [-1.46, 1.44, -1.40], [2.36, 1.80, 1.17], [-0.33, 2.46, -0.63]], "mulliken_charge": [0.385, -1.188, -0.507, 0.478, -0.497, -0.566, -0.424, -0.467, 0.416, 0.354, 0.312, 0.342, 0.202, 0.362, 0.215, 0.353, 0.232], "homo_energy_ev": [-7.79, -7.79], "mol_weight_g_mol": 149.09, "charge": 0}

=====

Stability, lowest: run P